This record from OMol25 describes C16H14F3N5O4S2 in the gas phase at a distorted geometry. The level of theory is wB97M-V/def2-TZVPD.

Computed properties:
charge: 0
LUMO level: -0.0028 Eh
HOMO-LUMO gap: 8.7 eV
HOMO energy: -8.770 eV
M: 461.45 u

Cartesian coordinates (Å):
S 2.3764 -2.4439 -1.2284
S -2.4964 1.5467 1.0820
F 2.7673 -1.7436 4.8077
F 3.0278 -0.4734 3.0953
F 1.1317 -1.4264 3.4549
O -3.3027 2.2626 2.0279
O -2.4625 0.1119 1.1352
O -0.1017 1.4352 -1.1783
O -3.5866 3.2979 -4.4254
N 0.0837 1.1656 1.0792
N 1.5731 -1.0490 0.7846
N 3.3695 -4.0963 0.9867
N -0.8934 2.1162 1.3319
N 2.8198 -2.9518 1.3900
C -3.1098 3.8936 -2.1130
C -3.3327 1.6034 -2.8462
C 3.5826 -3.9236 3.2088
C 4.5162 -6.0186 1.9830
C 1.4574 -1.0233 -1.5063
C 1.1205 -0.4151 -0.3293
C -3.0856 1.1646 -1.5647
C -3.5808 4.6569 -4.7996
C -3.3411 2.9729 -3.1346
C 0.2989 0.8126 -0.2174
C 2.9292 -2.8067 2.7470
C 2.4584 -1.6183 3.5082
C -2.8551 2.0926 -0.5666
C 3.8349 -4.7047 2.0560
C -2.8671 3.4451 -0.8268
C 2.2382 -2.1060 0.4825
H -3.1095 4.9536 -2.3094
H -3.7808 4.6665 -5.8698
H -3.5147 0.9108 -3.6521
H 3.8421 -4.1465 4.2228
H 4.5652 -6.3440 0.9486
H 1.2020 -0.6975 -2.4936
H -0.7805 2.5586 2.2337
H 5.5238 -5.9424 2.3877
H -3.0616 0.1156 -1.3181
H -4.3633 5.2193 -4.2810
H -2.6851 4.1366 -0.0205
H 0.2292 0.4289 1.7672
H -2.6085 5.1203 -4.6086
H 3.9715 -6.7568 2.5690

Forces on atoms 1 to 3 (eV/Å):
-0.2 0.3 0.6
0.2 0.1 0.4
0.1 -0.3 0.1

This record from OMol25 describes 5 unconnected molecules or ions with the total composition C5H8Cl12. The level of theory is wB97M-V/def2-TZVPD.

Computed properties:
relative energy (zero: lowest compared OMol25 entry of this formula, charge and spin): 1.2 kcal/mol
charge: 0
LUMO level: 0.0117 Eh
HOMO-LUMO gap: 11.2 eV
HOMO energy: -10.869 eV
M: 493.56 u

Cartesian coordinates (Å):
Cl -4.8810 -0.0099 4.5712
Cl 1.9287 1.1125 1.1408
Cl 0.4505 2.7535 -1.9197
Cl 0.8000 5.6369 -1.6568
Cl 1.4749 -1.5535 0.0934
Cl 4.8333 -0.0373 2.6836
Cl -4.1571 -2.6797 3.7127
Cl 6.0364 -2.2219 1.1530
Cl 0.4023 4.4621 -4.2736
Cl -0.4596 -0.3342 1.8609
Cl -1.4292 -0.6362 -2.2090
Cl -0.2447 -2.7693 -3.8012
C -1.7292 -1.9787 -3.3044
C 0.0074 4.3490 -2.5752
C 0.7301 -0.0460 0.6085
C -3.9115 -0.9800 3.4755
C 4.5669 -1.3078 1.4933
H -4.1889 -0.7018 2.4666
H 0.2094 0.3653 -0.2431
H -2.2359 -1.5975 -4.1807
H -2.3488 -2.7008 -2.7891
H 4.2449 -0.8406 0.5731
H -2.8651 -0.7615 3.6460
H 3.8202 -1.9817 1.8876
H -1.0540 4.4589 -2.4132

Forces on atoms 1 to 3 (eV/Å):
-0.2 0.3 0.3
0.1 0.1 0.0
0.0 0.2 -0.1

This record from OMol25 describes 2 unconnected molecules or ions with the total composition C4H12 at a distorted geometry. The level of theory is wB97M-V/def2-TZVPD.

Computed properties:
relative energy (zero: lowest compared OMol25 entry of this formula, charge and spin): 10.3 kcal/mol
charge: 0
LUMO level: 0.0434 Eh
HOMO-LUMO gap: 12.8 eV
HOMO energy: -11.590 eV
M: 60.14 u

Cartesian coordinates (Å):
C 0.6682 -1.8790 1.3009
C 1.9043 -1.2780 0.6196
C -0.7668 1.0504 -0.6648
C -1.7692 2.0300 -1.2637
H -1.7894 3.0209 -0.8004
H -0.3117 -1.6136 0.9000
H -2.8299 1.7568 -1.2620
H -0.2471 0.5414 -1.4790
H 1.7430 -0.6576 -0.2569
H 2.7070 -1.9925 0.4552
H -1.6372 2.2988 -2.3214
H 0.6138 -1.5802 2.3482
H 2.3347 -0.5913 1.3572
H 0.6640 -2.9711 1.2894
H 0.0105 1.5777 -0.1207
H -1.2941 0.2874 -0.1016

Forces on atoms 1 to 3 (eV/Å):
-0.5 -0.5 0.0
0.2 0.7 1.1
-0.2 0.1 -1.1

This record from OMol25 describes 3 unconnected molecules or ions with the total composition C4H8O2S2 at a distorted geometry. The level of theory is wB97M-V/def2-TZVPD.

Computed properties:
relative energy (zero: lowest compared OMol25 entry of this formula, charge and spin): 159.1 kcal/mol
charge: 0
LUMO level: -0.1767 Eh
HOMO-LUMO gap: 3.7 eV
HOMO energy: -8.457 eV
M: 152.24 u

Cartesian coordinates (Å):
S 0.1749 0.6950 2.2869
S 0.6875 -1.2652 1.8143
O -0.6349 -0.4976 -3.0306
O -1.7827 -0.0251 -1.1232
C 1.9316 0.4647 -1.8071
C 1.5717 0.0947 -0.5544
C -1.6368 0.4262 2.4802
C -0.9469 -0.6599 -1.8532
H -1.8272 -0.4101 3.2580
H 2.2004 -0.3453 0.2388
H -2.0610 1.3849 2.8749
H -1.8906 0.0322 1.4627
H 0.5317 0.4634 -0.2345
H 2.8989 0.1374 -2.1354
H 1.2136 1.0531 -2.4099
H -0.4302 -1.5483 -1.2676

Forces on atoms 1 to 3 (eV/Å):
0.1 -4.1 -0.2
-0.8 3.1 0.9
0.0 0.4 0.1

This record from OMol25 describes C4H8O3 in the gas phase. The level of theory is wB97M-V/def2-TZVPD.

Computed properties:
relative energy (zero: lowest compared OMol25 entry of this formula, charge and spin): 36.0 kcal/mol
charge: 0
LUMO level: 0.0291 Eh
HOMO-LUMO gap: 11.4 eV
HOMO energy: -10.599 eV
M: 104.10 u

Cartesian coordinates (Å):
O -1.3456 -0.0110 -2.4168
O 0.8929 1.1151 0.1433
O -1.1909 1.8736 -0.3424
C -0.2480 1.1717 -0.5980
C -0.2057 0.0878 -1.6285
C 0.3981 -1.1432 1.2000
C 0.6646 0.3698 1.3486
H -0.0645 -0.7799 -0.9796
H 1.2585 -1.6719 0.7726
H 1.5881 0.4958 1.9122
H 0.7077 0.1694 -2.2241
H 0.2343 -1.5051 2.2166
H -0.1507 0.8647 1.8866
H -2.0533 0.4335 -1.9276
H -0.4856 -1.4704 0.6371

Forces on atoms 1 to 3 (eV/Å):
-0.3 0.1 -0.1
0.0 -0.1 -0.1
0.5 -0.3 -0.2

This record from OMol25 describes 3 unconnected molecules or ions with the total composition C8H18Cl4NO3PS. The level of theory is wB97M-V/def2-TZVPD.

Computed properties:
relative energy (zero: lowest compared OMol25 entry of this formula, charge and spin): 0.0 kcal/mol
charge: 0
LUMO level: 0.0227 Eh
HOMO-LUMO gap: 9.8 eV
HOMO energy: -9.162 eV
M: 381.09 u

Cartesian coordinates (Å):
Cl 1.2220 4.1410 -0.7432
Cl -2.7774 -2.0806 1.6430
Cl 4.4013 4.8238 -1.7179
Cl 0.0329 -3.6281 2.7383
S 1.7267 0.0492 -1.0069
P -2.5406 0.3969 -1.9067
O 2.8953 0.3157 -1.7766
O 1.5766 0.6061 0.3067
O 1.6135 -1.5250 -0.9140
N -3.7437 -0.4587 -1.4027
C 3.8175 4.6289 -0.0442
C 0.3677 -2.0527 -0.3849
C -0.9426 -0.1434 -1.2525
C 2.7241 3.5986 0.0634
C 0.2760 0.4751 -1.9386
C -0.7885 -1.6693 -1.2862
C -2.6271 -3.1175 3.0876
C -1.2822 -2.9806 3.7564
H -3.4094 -2.8152 3.7816
H -1.0494 -1.9390 3.9621
H 0.4991 -3.1295 -0.3142
H 2.4776 3.4295 1.1095
H 0.2215 -1.6713 0.6276
H 3.0128 2.6544 -0.3869
H -2.2899 0.3491 -3.2963
H -0.9238 0.1775 -0.2032
H -1.2719 -3.5418 4.6885
H 0.4386 0.0666 -2.9378
H -0.5357 -1.9748 -2.3079
H -4.4768 0.0797 -0.9593
H 3.4806 5.6038 0.2988
H -2.5504 1.7807 -1.6468
H 4.6679 4.3111 0.5563
H -1.7008 -2.1846 -0.9874
H -2.8059 -4.1424 2.7729
H 0.2642 1.5670 -1.9783

Forces on atoms 1 to 3 (eV/Å):
0.0 0.0 0.0
0.0 0.0 0.0
0.0 0.0 0.0